Computed, not measured: a cluster of 2 separate species, C6H12N2O in total at a distorted geometry, with ωB97M-V/def2-TZVPD.

Positions of all 21 atoms, in Å:
1 O 2.123 -1.315 -0.781
2 N -0.724 -0.967 0.983
3 N -1.743 0.989 1.218
4 C -2.530 0.162 0.440
5 C -1.891 -1.012 0.256
6 C -0.675 0.294 1.519
7 C 3.696 0.585 -0.680
8 C -3.851 0.659 -0.096
9 C 2.233 0.078 -0.545
10 H -4.416 1.051 0.736
11 H -3.647 1.282 -0.967
12 H 0.174 0.760 1.972
13 H -4.279 -0.204 -0.625
14 H -0.118 -1.754 1.137
15 H 1.648 0.738 -1.184
16 H 4.262 -0.016 -1.399
17 H 2.043 0.053 0.529
18 H 2.068 -1.582 -1.684
19 H 4.217 0.561 0.275
20 H -2.333 -1.958 -0.020
21 H 3.742 1.596 -1.084

Calculated values
DFT total energy: -11443.41709 eV
LUMO: 0.791 eV
Energy relative to the best compared isomer or geometry (same formula, charge and spin): 1.254 eV
Gap between HOMO and LUMO: 9.32 eV